{"formula": "C6H12NS", "method": "the ωB97M-V functional and the def2-TZVPD basis", "species": ["C", "C", "C", "C", "N", "C", "C", "S", "H", "H", "H", "H", "H", "H", "H", "H", "H", "H", "H", "H"], "positions_angstrom": [[-1.8794, 1.3808, -1.3252], [-1.1388, 0.2899, -0.6295], [0.1734, 0.3394, -0.1970], [0.9758, 1.5790, -0.3077], [0.7981, -0.9032, 0.4233], [0.9675, -0.9567, 1.7981], [-0.0999, -2.0068, -0.0663], [-1.8687, -1.3692, -0.2901], [-2.9301, 1.5539, -1.2428], [-1.8969, 1.3065, -2.3779], [-1.4483, 2.3312, -1.0209], [1.3768, 1.5568, -1.2796], [1.6485, 1.6054, 0.4845], [0.4126, 2.4925, -0.1885], [1.7242, -0.9175, 0.1446], [0.0602, -1.1562, 2.3752], [1.5994, -1.9111, 2.0580], [1.4549, -0.0721, 2.1582], [0.2248, -2.3018, -1.0835], [-0.1540, -2.8408, 0.5671]], "forces_ev_per_angstrom": [[0.500, 0.858, 0.854], [1.527, -2.422, 1.312], [-3.288, 0.920, -0.524], [-1.082, -0.583, 0.112], [-4.267, 0.780, -2.443], [0.733, -2.346, 4.914], [-0.961, 0.640, -2.616], [1.956, 1.102, -0.015], [-0.962, -0.749, 1.341], [1.037, -0.352, -1.465], [0.162, 0.094, -0.314], [1.291, 0.466, -1.064], [1.909, 0.154, 1.034], [-0.492, 0.006, -0.075], [2.213, -0.635, -2.090], [-0.203, 0.539, -0.439], [-0.771, 1.942, -0.587], [0.297, 0.350, 0.305], [0.014, 0.188, 0.685], [0.386, -0.952, 1.075]], "mulliken_charge": [-1.18, 0.88, -0.23, -1.60, 0.19, -0.90, -0.58, -0.06, 0.41, 0.34, 0.24, 0.34, 0.45, 0.43, 0.37, 0.37, 0.38, 0.30, 0.39, 0.46], "total_charge": 1, "orbital_gap_ev": 9.6, "relative_energy_kcal_mol": 41.36, "energy_ha": -688.4420, "homo_energy_ev": -12.76}